Density functional theory data (ωB97M-V with the def2-TZVPD basis set) for a structure of composition C27H29FN5SSiTi in a non-equilibrium geometry.

Results
Kohn-Sham gap: 6.417 eV
Relative energy (zero: lowest compared OMol25 entry of this formula, charge and spin): 0.791 eV
Total charge: +1
Calculated total energy: -2956.98775 Eh
HOMO energy: -10.465 eV

The geometry in XYZ format:
```
65
Properties=species:S:1:pos:R:3:forces:R:3:mulliken_charge:R:1
Ti -0.94366 -1.58133 -0.41723 -0.2 -1.3 0.2 -0.1638
N -0.84442 -2.40775 3.87854 -0.1 0.0 -0.1 -0.4233
C -1.01729 -1.75407 2.71466 0.1 -0.2 0.2 0.5837
S -2.24053 -2.35936 1.59379 0.4 0.2 -0.1 -0.4827
N -0.24582 -0.73871 2.44709 -0.3 0.1 -0.4 -1.3382
N -0.66737 -0.24040 1.21396 0.2 0.3 0.6 1.9558
C -0.89082 1.01015 1.10242 -0.3 0.1 -0.2 -0.5855
C -0.61567 2.01387 2.15099 0.1 0.0 -0.1 -0.5583
C 0.69275 2.17761 2.59958 0.0 0.0 0.0 -0.1661
C 0.97489 3.12724 3.56639 0.0 0.0 0.0 -0.7986
C -0.04826 3.90023 4.10074 0.0 0.0 0.0 -0.5147
C -1.35373 3.72939 3.66467 0.0 0.0 0.0 -0.9069
C -1.63804 2.79367 2.68097 0.0 0.0 0.1 -0.1374
C -1.62983 1.35174 -0.13699 0.1 -0.1 0.1 1.2880
C -1.97172 2.64893 -0.46371 -0.1 0.0 0.0 -0.4979
C -2.84454 2.87299 -1.51995 0.0 0.1 0.0 -0.9069
C -3.32845 1.79204 -2.22625 0.0 -0.2 0.0 -1.0363
C -2.87682 0.52506 -1.89056 0.0 0.1 0.0 -0.1620
N -2.04852 0.28932 -0.87175 0.2 0.1 -0.1 0.8885
H -1.49495 -3.12078 4.15494 0.0 0.0 0.0 0.2187
H -0.24253 -1.99725 4.57286 0.0 0.0 0.0 0.2480
H 1.47949 1.55214 2.19714 0.0 0.0 0.0 0.4385
H 1.99149 3.25793 3.90990 0.0 0.0 0.0 0.4450
H 0.17338 4.63418 4.86296 0.0 0.0 0.0 0.4137
H -2.15141 4.32236 4.08936 0.0 0.0 0.0 0.4248
H -2.65901 2.66001 2.34560 0.0 0.0 0.0 0.5453
H -1.58275 3.46441 0.12797 0.0 0.0 0.0 0.6362
H -3.14130 3.88026 -1.77703 0.0 0.0 0.0 0.4634
H -4.02136 1.90904 -3.04581 0.0 0.0 0.0 0.4658
H -3.18287 -0.32913 -2.47242 0.0 0.0 0.0 0.2877
C -0.38781 -3.15971 -2.19029 0.0 0.2 -0.2 -0.6199
C -0.87049 -4.02010 -1.19620 -0.1 0.2 0.0 -0.3819
C -2.22328 -3.69306 -0.94317 0.1 0.1 0.0 -1.0364
C -2.56589 -2.61180 -1.76039 -0.2 0.0 -0.2 -0.5510
C -1.42428 -2.26895 -2.53696 -0.2 -0.1 -0.4 -0.3163
H 0.60959 -3.15733 -2.60103 0.0 0.0 0.1 0.4697
H -0.30969 -4.79529 -0.69842 0.0 0.1 0.0 0.4538
H -2.87817 -4.19282 -0.24913 0.0 0.0 0.0 0.6813
H -3.55708 -2.19348 -1.83481 0.0 0.0 0.1 0.4206
H -1.40439 -1.58468 -3.36654 0.0 0.0 0.1 0.8990
C -0.06721 0.81004 -3.43526 -0.1 0.1 0.0 -1.0576
Si 1.28740 0.36786 -2.22885 -0.1 -0.2 0.3 0.1965
C 2.68902 -0.33520 -3.22513 0.1 -0.2 0.0 -1.2513
C 1.73655 2.01928 -1.45088 -0.1 0.1 0.0 -1.1583
N 0.82422 -0.78491 -0.93853 0.4 -0.2 0.1 0.9608
C 1.89394 -1.12526 -0.06810 -0.2 0.3 -0.3 0.8732
C 3.13250 -0.47966 0.05540 0.1 0.0 0.1 -0.6760
C 4.10252 -0.92980 0.94263 -0.1 0.0 0.0 -1.1950
C 3.88945 -2.03767 1.74869 0.0 0.0 0.0 -0.6366
C 2.67826 -2.70760 1.65778 0.0 0.0 -0.1 -0.9817
C 1.76877 -2.22769 0.75645 0.0 0.0 0.1 0.5509
F 0.54130 -2.86401 0.65553 -0.1 0.1 0.2 -0.2959
H 0.45976 1.20810 -4.30636 0.0 0.1 0.0 0.5126
H -0.67949 1.61980 -3.04155 -0.1 0.1 0.0 0.2517
H -0.72540 0.03413 -3.80298 0.0 -0.1 -0.1 0.2017
H 2.97258 0.36291 -4.01416 0.0 0.0 0.0 0.4138
H 2.36850 -1.26159 -3.70872 0.0 0.0 0.0 0.3178
H 3.58018 -0.56108 -2.64021 0.0 0.0 0.0 0.4038
H 1.34580 2.82228 -2.07992 0.0 0.0 0.0 0.4581
H 2.80603 2.19258 -1.34829 0.1 0.0 0.0 0.5240
H 1.29319 2.13222 -0.45864 0.0 0.0 0.0 0.1924
H 3.35531 0.38784 -0.53841 0.0 0.1 0.0 0.3593
H 5.04158 -0.39669 0.99917 0.0 0.0 0.0 0.4461
H 4.64906 -2.37935 2.43604 0.0 0.0 0.0 0.4168
H 2.43733 -3.57310 2.25839 0.0 0.0 0.0 0.5295
```
Forces are in eV/Å.


Density functional theory data (ωB97M-V with the def2-TZVPD basis set) for a structure of composition C27H29GeN3O2Pt.

Results
Kohn-Sham gap (alpha / beta): 5.673 / 8.171 eV
Spin multiplicity: 3
Relative energy (zero: lowest compared OMol25 entry of this formula, charge and spin): 0.165 eV
Calculated total energy: -3557.17708 Eh
HOMO energy (alpha / beta): -5.712 / -8.112 eV

The geometry in XYZ format:
```
63
Properties=species:S:1:pos:R:3:forces:R:3:mulliken_charge:R:1
Pt 0.54395 -0.63170 -0.34357 0.1 0.2 -0.1 0.0176
C 2.67728 -1.92426 3.31197 0.1 0.1 0.0 -0.7229
O 2.70231 -2.95454 2.29599 0.1 -0.1 0.1 -0.4101
C 1.99478 -2.45824 1.28461 0.0 0.1 0.0 0.6371
N 1.67244 -1.20416 1.34943 0.0 0.0 -0.2 0.0426
C 2.41383 -0.65000 2.51647 -0.1 0.0 0.1 0.0254
C 1.74580 0.47608 3.26590 0.1 -0.1 0.1 0.1876
C 1.41901 0.37252 4.61415 -0.1 0.0 0.0 -0.2358
C 0.83218 1.44014 5.28205 0.0 0.0 0.0 -0.7628
C 0.57639 2.62556 4.61031 0.0 0.0 0.0 -0.4447
C 0.93197 2.74575 3.27352 0.0 0.0 0.0 -0.5995
C 1.52365 1.68267 2.61094 0.0 0.0 0.0 -0.4059
C 1.64686 -3.28760 0.13007 0.0 0.0 -0.1 0.0555
C 1.74705 -4.64228 0.00259 0.0 0.0 0.0 -0.5075
C 1.25300 -5.22037 -1.20338 0.0 0.0 -0.1 -0.4534
C 0.62600 -4.44573 -2.15055 0.1 0.0 0.0 -0.7149
C 0.52083 -3.05887 -1.94507 0.0 -0.1 0.0 -0.0185
N 1.14007 -2.51157 -0.84505 -0.1 0.0 0.2 -0.3116
C -0.23763 -2.08213 -2.62224 0.0 0.2 0.0 0.7334
N -0.34744 -0.85888 -2.12834 0.0 0.0 0.0 -0.0520
C -1.18436 -0.04848 -2.99686 0.0 0.0 0.0 0.6181
C -1.60688 -1.07407 -4.07984 0.0 0.0 0.0 -0.4771
O -0.90136 -2.29758 -3.76535 0.0 0.0 -0.1 -0.5223
C -0.51115 1.17814 -3.58202 0.0 0.0 0.1 -0.0665
C -1.28455 2.05205 -4.34231 0.0 0.0 0.0 -0.3471
C -0.72234 3.18178 -4.91472 0.0 0.0 0.0 -0.6871
C 0.62648 3.45558 -4.72734 0.0 0.0 0.0 -0.3991
C 1.40068 2.59090 -3.96913 0.0 0.0 0.0 -0.8746
C 0.83643 1.45537 -3.39905 0.0 0.0 -0.1 0.1163
H 3.62991 -1.93936 3.83126 0.0 0.0 0.0 0.2742
H 1.86265 -2.15687 3.99789 0.0 -0.1 0.0 0.4158
H 3.36352 -0.27000 2.12581 0.0 0.0 -0.1 0.3914
H 1.60761 -0.54095 5.16491 0.0 0.1 0.0 0.3018
H 0.57426 1.34022 6.32901 0.0 0.0 0.0 0.3833
H 0.11132 3.45515 5.12836 0.0 0.0 0.0 0.4127
H 0.74764 3.66946 2.73867 0.0 0.0 0.0 0.3863
H 1.79664 1.78446 1.57022 0.0 0.0 -0.1 0.4370
H 2.16205 -5.24590 0.79690 0.0 0.0 0.0 0.4841
H 1.33229 -6.28862 -1.35004 0.0 0.0 0.0 0.4214
H 0.18831 -4.88964 -3.03552 0.0 0.0 0.0 0.4615
H -2.05271 0.28507 -2.42747 -0.1 0.0 0.0 -0.3362
H -1.30906 -0.76224 -5.07758 0.0 0.0 0.0 0.3494
H -2.67342 -1.29044 -4.06358 0.0 0.0 0.0 0.3214
H -2.34335 1.85106 -4.48028 0.0 0.0 0.0 0.3777
H -1.33739 3.85263 -5.50190 0.0 0.0 0.0 0.3804
H 1.06867 4.34063 -5.16819 0.0 0.0 0.0 0.3824
H 2.45283 2.79919 -3.81487 0.0 0.0 0.0 0.3888
H 1.44077 0.79075 -2.79967 0.0 -0.1 0.1 0.3866
C -3.40252 0.29267 -0.07976 -0.1 0.1 0.0 -1.3891
Ge -1.96519 1.00704 1.07122 0.1 0.2 -0.1 0.4335
C -1.83421 -0.23707 2.58821 0.0 0.0 0.0 -0.8644
C -2.57357 2.74943 1.75519 0.0 0.0 0.0 -1.1155
C -0.31784 1.12676 0.07338 -0.1 -0.1 0.3 -0.6140
H -4.28399 0.04349 0.51653 0.0 0.0 0.0 0.4955
H -3.06189 -0.61054 -0.58998 0.0 0.0 0.0 0.3227
H -3.70188 1.02746 -0.83158 0.0 0.0 0.0 0.2922
H -2.76849 -0.21745 3.15610 0.0 0.0 0.0 0.4420
H -1.01529 0.02530 3.25967 0.0 0.0 0.0 0.0922
H -1.67475 -1.25594 2.22572 0.0 0.0 0.0 0.3213
H -3.54858 2.64876 2.23855 0.0 0.0 0.0 0.3735
H -2.66666 3.47120 0.94081 0.0 0.0 0.0 0.3723
H -1.86997 3.15015 2.48823 0.0 0.0 0.0 0.2546
H 0.02699 2.08811 -0.30941 0.0 0.0 0.0 0.5428
```
Forces are in eV/Å.


Density functional theory data (ωB97M-V with the def2-TZVPD basis set) for a structure of composition C27H29MoN3O8S2.

Results
Kohn-Sham gap (alpha / beta): 7.228 / 6.832 eV
Spin multiplicity: 3
Relative energy (zero: lowest compared OMol25 entry of this formula, charge and spin): 2.517 eV
Calculated total energy: -2677.03389 Eh
HOMO energy (alpha / beta): -7.238 / -7.299 eV

The geometry in XYZ format:
```
70
Properties=species:S:1:pos:R:3:forces:R:3:mulliken_charge:R:1
Mo 0.67265 0.19769 0.45507 -0.7 -0.3 0.2 0.5363
C 3.80661 0.00219 -0.42422 0.0 -0.1 0.1 -1.5712
N 2.98459 -0.09166 0.80793 0.0 0.0 -0.1 1.5254
C 3.21016 -1.43235 1.45345 0.0 0.1 0.0 -1.3464
C 2.20733 -2.53525 1.13644 0.0 0.0 0.0 -0.3545
C 1.83727 -2.69479 -0.32896 -0.2 0.0 0.0 -1.6477
N 0.79162 -1.72260 -0.69209 0.4 -0.2 0.0 0.9259
C -0.07574 -2.08739 -1.53710 -0.1 0.1 0.0 -1.7697
C -1.21939 -1.23906 -2.00939 0.0 0.0 0.0 1.9737
C -1.57539 -1.43248 -3.52530 -0.1 0.0 0.0 -0.0056
C -3.01592 0.76415 -3.74143 0.1 -0.1 0.0 -1.4445
C -3.40750 1.61630 -2.79780 0.0 0.1 0.2 -0.5241
C -2.63902 1.89539 -1.57974 -0.3 0.1 -0.2 -1.0720
C -1.49952 1.25256 -1.32602 0.3 -0.2 0.1 -0.6505
O -0.85901 1.31289 -0.15358 0.0 0.0 -0.2 0.0915
C 3.50679 0.92031 1.77769 0.0 -0.1 -0.1 -1.3401
C 3.55331 2.36868 1.29534 0.0 0.0 0.0 -0.8802
C 2.23622 2.90007 0.70758 -0.2 -0.1 0.0 -1.1069
N 1.13084 2.13006 1.27013 0.1 0.3 0.1 0.6472
C 0.44132 2.59913 2.23855 0.0 0.0 0.0 -0.3784
C -0.45856 1.79777 3.03486 0.0 0.1 0.0 0.5175
C -1.48736 2.40497 3.76434 0.0 0.0 0.0 -0.7013
C -2.31824 1.65069 4.55913 0.0 -0.1 0.0 -0.8438
C -2.09500 0.27320 4.65435 -0.1 0.1 0.0 -0.5287
C -1.06260 -0.33767 3.97548 0.1 -0.1 0.0 -0.4702
C -0.23014 0.41104 3.14240 0.2 0.0 -0.1 0.6299
O 0.78070 -0.16711 2.47938 -0.1 0.1 -0.2 -0.3992
H 4.86044 -0.12774 -0.15804 0.0 0.0 0.0 0.4363
H 3.66248 0.96130 -0.90562 0.0 0.0 0.0 0.4083
H 3.51650 -0.75990 -1.13915 0.0 0.0 0.0 0.3062
H 3.19403 -1.27214 2.52928 0.0 0.0 0.0 0.4975
H 4.22182 -1.74968 1.18150 0.0 0.0 0.0 0.4664
H 1.29348 -2.37826 1.71267 0.0 0.0 0.0 0.0635
H 2.64414 -3.46960 1.49472 0.0 0.0 0.0 0.6089
H 1.46062 -3.70139 -0.51665 0.0 0.0 0.0 0.6360
H 2.69175 -2.54302 -0.98927 0.0 0.0 0.0 0.3925
H -0.02868 -3.09811 -1.94992 0.0 0.0 0.0 0.4229
H -0.69345 -1.78821 -4.05768 0.0 0.0 0.0 0.7709
H -3.64052 0.56403 -4.60351 0.0 0.0 0.0 0.3968
H -4.37024 2.10412 -2.89635 0.0 0.0 0.0 0.3826
H -3.06690 2.51885 -0.80658 0.0 0.0 0.0 0.4485
H 4.52213 0.61278 2.05253 0.0 0.0 0.0 0.5900
H 2.87895 0.84132 2.66165 0.0 0.0 0.0 0.4182
H 4.36133 2.52895 0.58065 0.0 0.0 0.0 0.3428
H 3.80929 2.94880 2.18558 0.0 0.0 0.0 0.4058
H 2.21030 2.78768 -0.37275 0.0 0.0 0.0 0.2024
H 2.10827 3.95887 0.93996 0.0 0.0 0.0 0.6437
H 0.57359 3.65058 2.50378 0.0 0.0 0.0 0.4508
H -1.63285 3.47577 3.67679 0.0 0.0 0.0 0.4436
H -3.13347 2.11217 5.09809 0.0 0.0 0.0 0.4003
H -2.75267 -0.33262 5.26510 0.0 0.0 0.0 0.4263
H -0.90233 -1.40572 4.03481 0.0 0.0 0.0 0.4305
O -2.86892 -2.41825 1.27787 0.0 0.0 0.0 -0.7782
S -2.42991 -1.19691 0.65873 0.3 0.0 -0.1 1.5364
O -3.18274 -0.00973 0.92992 0.0 0.0 0.0 -0.6969
O -0.95071 -1.03657 0.95780 0.0 0.1 0.1 -0.4268
C -2.43550 -1.50294 -1.11063 0.1 0.0 -0.1 -0.9892
C -3.53502 -2.09094 -1.58017 0.0 0.0 -0.1 -0.4173
C -3.69731 -2.52780 -2.96966 -0.1 0.0 0.1 -0.6133
C -2.76963 -2.24849 -3.87592 0.1 0.0 -0.1 -1.2097
C -1.66633 0.11825 -3.69647 0.0 0.0 0.1 0.2743
C -0.94193 0.28362 -2.32982 0.0 -0.1 0.0 1.0530
S 0.78146 0.66055 -2.71656 0.1 0.1 0.3 1.6009
O 1.35958 -0.52867 -3.30100 0.0 0.1 0.0 -0.7720
O 0.80128 1.85611 -3.50363 0.0 0.1 0.0 -0.8089
O 1.39705 0.94442 -1.34722 0.0 -0.2 -0.2 -0.3442
H -4.33813 -2.29923 -0.88246 0.0 0.0 0.0 0.4950
H -4.58108 -3.09613 -3.22941 0.0 0.0 0.0 0.4049
H -2.87535 -2.58123 -4.90235 0.0 0.0 0.0 0.4265
H -1.07085 0.47836 -4.53711 0.0 0.0 0.0 0.4617
```
Forces are in eV/Å.


Density functional theory data (ωB97M-V with the def2-TZVPD basis set) for a cluster of 2 separate species, C27H29N2 in total in a non-equilibrium geometry.

Results
Kohn-Sham gap: 5.884 eV
Relative energy (zero: lowest compared OMol25 entry of this formula, charge and spin): 1.980 eV
Total charge: +1
Calculated total energy: -1155.49885 Eh
HOMO energy: -10.823 eV

The geometry in XYZ format:
```
58
Properties=species:S:1:pos:R:3:forces:R:3:mulliken_charge:R:1
C -2.07162 1.23667 4.29357 -0.4 -0.8 -0.3 -1.2895
C -1.27616 0.68302 3.09741 0.3 -0.1 0.3 0.8504
C 0.11114 0.20526 3.52456 0.3 0.6 -0.4 -1.4463
N -1.71643 0.72560 1.90051 -0.1 2.2 0.1 -0.3949
C -0.82602 1.12310 0.75467 0.2 -1.5 0.5 -0.5948
C -1.50208 1.92611 -0.32313 -0.3 0.1 0.0 0.5138
C -1.04980 3.22592 -0.58535 -0.3 -0.3 0.0 -0.4279
C -1.59836 3.96008 -1.63877 -0.1 -0.2 0.0 -0.5587
C -2.59810 3.39069 -2.43786 0.2 -0.1 0.3 -0.4657
C -3.04934 2.08906 -2.17776 0.2 -0.1 0.2 -0.4216
C -2.50028 1.35190 -1.11819 0.0 0.6 -0.2 -0.2703
H -1.68798 0.81203 5.23604 -0.3 0.3 -0.3 0.3550
H -1.93954 2.33529 4.31626 0.1 -0.5 -0.1 0.3126
H -3.15006 1.04414 4.20404 0.3 0.1 0.0 0.3450
H 0.13231 0.03056 4.60363 0.1 0.1 -0.2 0.3944
H 0.41300 -0.71829 3.01954 -0.1 0.3 -0.1 0.4125
H 0.85847 0.97402 3.28203 0.0 -0.2 0.1 0.4087
H 0.04170 1.71357 1.08302 -0.2 -0.4 0.3 0.3391
H -0.45352 0.21498 0.26874 0.3 0.0 0.0 0.2893
H -0.25712 3.63638 0.05068 -0.3 0.0 -0.3 0.2949
H -1.23341 4.97102 -1.83866 -0.2 -0.4 0.0 0.3590
H -3.01325 3.96000 -3.26777 0.1 -0.2 0.2 0.3666
H -3.82130 1.63856 -2.80787 0.3 0.2 0.2 0.3513
H -2.83091 0.33036 -0.89701 0.1 0.4 -0.1 0.3478
C -4.48774 -2.72168 0.43478 -0.4 0.3 0.5 -1.3942
C -3.32437 -3.53739 0.06662 0.3 0.1 -1.6 0.1172
N -3.26829 -4.12236 -1.14719 -0.4 0.5 1.1 0.1337
C -2.08327 -4.83655 -1.30343 0.7 -0.2 0.0 -0.3580
C -1.35581 -4.72581 -0.09893 -0.3 -0.3 -0.6 0.9084
C -0.10190 -5.32344 -0.04275 0.2 -0.1 -0.3 -0.2258
C 0.36109 -6.03331 -1.15809 -0.1 0.2 0.0 -0.8553
C -0.36267 -6.09760 -2.36339 -0.6 0.2 0.4 -0.5488
C -1.62363 -5.48314 -2.44659 0.4 -0.1 0.4 -0.8415
C -2.14514 -3.85760 0.79528 0.5 -0.1 0.4 1.0684
C -1.81765 -3.37384 2.06780 -0.6 -0.8 -0.5 -0.7099
C -0.96768 -4.07361 2.98311 0.6 -0.4 0.8 0.3319
C -0.78689 -5.48738 2.95190 0.0 0.1 -0.3 -0.9065
C 0.19128 -6.10798 3.71285 -0.2 -0.1 -0.3 -0.3631
C 1.07270 -5.36270 4.50362 -0.2 0.2 -0.1 1.0924
C 2.23321 -6.02411 5.18111 0.2 0.0 0.2 -1.4750
C 0.80721 -3.99677 4.66299 0.1 0.1 0.2 -0.7174
C -0.24303 -3.38720 3.99409 -0.1 0.3 -0.4 -0.7097
H -4.41683 -2.53367 1.50903 -0.4 0.1 -0.2 0.3464
H -4.51618 -1.75165 -0.09382 0.2 -0.4 0.2 0.2619
H -5.42176 -3.26206 0.20479 0.3 0.2 0.2 0.4445
H -4.01896 -4.05831 -1.82915 0.3 -0.1 0.2 0.2720
H 0.50049 -5.21804 0.85678 0.0 -0.2 -0.3 0.5358
H 1.31355 -6.55391 -1.09432 -0.1 0.2 0.0 0.4057
H 0.05212 -6.62640 -3.22390 -0.2 0.2 0.3 0.3954
H -2.24317 -5.49589 -3.33732 0.2 -0.1 0.0 0.4143
H -2.25964 -2.42167 2.36152 0.0 -0.1 0.2 0.3097
H -1.42482 -6.09071 2.30079 0.2 0.2 0.2 0.5107
H 0.32782 -7.19010 3.66402 -0.2 0.3 -0.1 0.4424
H 2.79147 -5.30202 5.78179 -0.1 -0.1 -0.1 0.3507
H 1.89878 -6.83262 5.84225 0.0 0.1 -0.1 0.3612
H 2.93019 -6.47085 4.46053 -0.2 0.1 0.0 0.3330
H 1.45797 -3.41795 5.32336 -0.4 -0.1 -0.1 0.3353
H -0.49360 -2.34432 4.19547 0.3 -0.2 -0.2 0.6634
```
Forces are in eV/Å.